Formula: C3H5BrN4
Source: the Open Molecules 2025 dataset
Level of theory: the ωB97M-V functional and the def2-TZVPD basis

The geometry in XYZ format:
```
13
Properties=species:S:1:pos:R:3:forces:R:3
N 1.427 -0.590 -0.115 3.36 -1.61 3.97
N -1.089 1.386 -1.763 1.48 0.01 -1.02
C -1.116 0.248 0.421 -0.95 -1.61 2.49
H -0.376 1.611 -2.458 -0.22 -0.45 -0.11
H -1.528 2.271 -1.599 -0.73 0.05 0.83
Br -2.957 0.299 0.642 -0.18 0.58 -0.21
H 1.180 -1.159 2.733 0.72 0.73 0.03
N 0.819 0.362 -0.789 -2.14 0.31 -1.18
H 0.612 -2.585 2.338 -0.31 0.02 -0.88
N 1.164 -1.817 1.976 1.43 -0.87 0.88
C -0.536 0.693 -0.690 1.44 1.28 -2.16
H 1.507 0.574 -1.471 -0.47 1.34 -1.27
C 0.893 -1.292 0.778 -3.42 0.23 -1.37
```
Positions in Å, forces in eV/Å.

Calculated values
Multiplicity: 3
<S²>: 2.01
HOMO level (spin up / spin down) in eV: -5.4 / -7.6
LUMO (spin up / spin down) in hartree: 0.028 / -0.060
Gap between HOMO and LUMO (spin up / spin down) in eV: 6.1 / 5.9
Max |F| in eV/Å: 5.4

Atom charges from the Löwdin analysis, given in e for atoms 1 to 2:
1. N -0.014
2. N 0.110